w | 10
Properties=species:S:1:pos:R:3 method="wB97M-V/def2-TZVPD" smiles="[H]/N=C(/C=O)OC=O" orbital_gap_ev=10.4
N -0.9559 1.4789 -0.8411
C -0.5108 0.4009 -0.3738
O 0.6328 -0.2262 -0.8368
C 1.5714 -0.4982 0.1123
O 1.5975 0.0032 1.1977
C -1.2672 -0.4229 0.6463
O -0.9308 -1.5527 0.8931
H -0.3162 1.8522 -1.5480
H 2.2973 -1.2112 -0.2933
H -2.1390 0.0580 1.1196

***

x | 10
Properties=species:S:1:pos:R:3 method="wB97M-V/def2-TZVPD" orbital_gap_ev=9.7
N 0.7824 0.1738 -0.5775
C -0.1063 0.1151 0.3611
O -0.8790 -0.8895 0.2098
C -0.0690 -1.2614 -1.2845
O 0.4922 -2.2964 -1.3685
C -0.2689 1.0984 1.5005
O -1.1639 1.0101 2.2963
H 1.4605 0.9171 -0.6973
H -0.7464 -0.7635 -1.9835
H 0.4985 1.8965 1.5435

***

y | 10
Properties=species:S:1:pos:R:3 method="wB97M-V/def2-TZVPD" orbital_gap_ev=9.7
N 0.9024 -1.5768 -0.9415
C 0.4320 -0.5956 -0.3125
O -0.1011 -0.7643 0.9751
C -0.6230 0.3064 1.6007
O -0.6400 1.4256 1.1664
C 0.6087 0.8076 -0.8303
O -0.3380 1.0399 -1.7032
H 0.8268 -2.4396 -0.4015
H -1.0384 -0.0014 2.5680
H -0.1802 1.9208 -2.0777

***

Computed stability ranking, most favorable first: w, x, y

***

w | 17
Properties=species:S:1:pos:R:3 method="wB97M-V/def2-TZVPD" smiles="O=CC[N@H+]1C=NCC1" charge=+1 orbital_gap_ev=11.2
C 1.1580 -1.5699 -0.9123
C -0.0312 -0.5438 -1.0632
C -0.4753 1.5494 0.1503
C -1.6178 0.8870 1.0261
C 0.8280 -0.5652 0.9596
N 1.2964 -1.6170 0.5581
N 0.4499 0.5176 -0.1651
O -1.6390 -0.1870 1.4894
H 1.9674 -0.8284 -1.0250
H -0.3520 -0.2507 -2.0099
H -0.9614 -0.9473 -0.6596
H -1.1106 1.9059 -0.6065
H 0.0136 2.2993 0.8105
H -2.4832 1.5178 1.2473
H 0.9191 -2.5450 -1.1301
H 0.7187 -0.4466 2.0037
H 1.3192 0.8238 -0.6733

***

x | 17
Properties=species:S:1:pos:R:3 method="wB97M-V/def2-TZVPD" charge=+1 orbital_gap_ev="8.5 / 7.1"
C -0.8817 -1.1714 0.3381
C 1.1157 1.8815 -0.2917
C 0.0900 1.0879 0.4755
C -0.2583 1.8326 -0.7391
C 0.2556 -0.3797 0.1693
N -2.0399 -0.7609 0.8110
N 1.4503 -0.8952 -0.2472
O -0.8220 -2.4627 -0.0095
H 1.5055 2.7190 0.3759
H 1.8634 1.3145 -0.8990
H -0.3244 1.4485 1.3787
H -0.6239 1.6979 -1.8193
H -2.1661 0.2955 0.7536
H -2.8792 -1.3125 0.7943
H 2.4476 -0.7015 0.0864
H 1.3619 -1.8111 -0.7329
H -0.0947 -2.7824 -0.4441

***

Computed stability ranking, most favorable first: w, x

***

w | 17
Properties=species:S:1:pos:R:3 method="wB97M-V/def2-TZVPD" charge=+1 orbital_gap_ev="8.1 / 6.2"
C 1.2389 -1.1679 -2.0279
C 2.0536 -0.5168 -1.1134
C -0.0523 -1.1225 -1.4866
C 1.6303 0.6160 1.0848
C -2.6684 0.3408 0.8001
N 1.2799 -0.1153 -0.0957
N 0.0443 -0.5101 -0.3315
O -1.4315 0.3064 1.2142
H 1.5260 -1.6365 -2.9464
H 3.1081 -0.3263 -1.1325
H -0.9724 -1.5098 -1.8731
H 2.6865 0.8716 1.0578
H 1.0312 1.5255 1.1421
H 1.4218 0.0163 1.9720
H -2.8986 1.1121 0.0448
H -3.2408 0.6341 1.7171
H -3.1162 -0.6511 0.5815

***

x | 17
Properties=species:S:1:pos:R:3 method="wB97M-V/def2-TZVPD" charge=+1 orbital_gap_ev="7.1 / 7.1"
C -0.7487 1.8644 0.1771
C -1.6278 0.7696 0.3264
C 0.5336 1.5127 -0.2026
C -1.6959 -1.6894 0.0188
C 1.9598 -0.4967 -0.4420
N -1.1807 -0.4146 0.2345
N 0.8160 0.3046 -0.5731
O 2.5804 -0.5044 0.7866
H -1.0482 2.8775 0.3714
H -2.6788 0.9832 0.5213
H 1.3016 2.2818 -0.1575
H -1.3901 -2.0463 -0.9707
H -1.2958 -2.3787 0.7680
H -2.7925 -1.6954 0.0351
H 1.6741 -1.5369 -0.6613
H 2.6403 -0.1844 -1.2671
H 2.9526 0.3530 1.0350

***

y | 17
Properties=species:S:1:pos:R:3 method="wB97M-V/def2-TZVPD" charge=+1 orbital_gap_ev=8.6
C 1.0988 -0.7422 -0.7799
C 0.9045 0.6579 -1.0539
C 0.4995 -1.4695 0.1719
C -0.9161 -1.6018 2.0356
C -0.6735 2.4868 -1.2853
N -0.6349 -1.1816 0.8612
N -0.2841 1.1542 -0.8719
O -0.2239 -2.4138 2.8084
H 2.1254 -1.1368 -1.1790
H 1.5738 1.4258 -1.5840
H 1.0065 -2.4055 0.3813
H -1.8962 -1.3623 2.4301
H -0.4216 2.5013 -2.3651
H -1.7525 2.4814 -1.1018
H -0.1575 3.1901 -0.7067
H -0.8985 0.6945 -0.1932
H 0.6503 -2.2787 2.4321

***

z | 17
Properties=species:S:1:pos:R:3 method="wB97M-V/def2-TZVPD" smiles="CC(=O)[C@H]1CNC=[NH+]1" charge=+1 orbital_gap_ev=10.3
C -1.9903 0.8587 0.0869
C 1.2637 0.5018 0.0126
C -0.8684 -1.1330 0.2351
C -0.1050 -0.1546 -0.7329
C 2.7096 -0.1295 0.1547
N -2.0000 -0.2773 0.7359
N -1.0995 0.8940 -0.8648
O 0.9485 1.4685 0.6235
H -2.7475 1.5983 0.2638
H -0.0147 -0.7179 -1.7513
H -1.3093 -2.0608 -0.3883
H -0.1638 -1.2925 1.1088
H 2.8815 -0.7451 -0.6089
H 2.7834 -0.6355 1.0766
H 3.3305 0.7899 0.2828
H -2.6847 -0.4994 1.4071
H -0.9340 1.5344 -1.6418

***

Computed stability ranking, most favorable first: z, y, x, w

***

w | 10
Properties=species:S:1:pos:R:3 method="wB97M-V/def2-TZVPD" smiles="[H]/N=C/NC" orbital_gap_ev=10.5
C -0.2717 0.3998 1.1891
N 0.3405 0.7461 -0.0581
C 0.3039 -0.3565 -0.8606
N -0.1851 -0.5114 -2.0312
H -1.2768 0.1399 1.1560
H 0.4673 -0.3849 1.5685
H -0.0539 1.0806 2.0109
H -0.0639 1.6497 -0.3797
H 0.5997 -1.2348 -0.3072
H 0.1400 -1.5285 -2.2878

***

x | 10
Properties=species:S:1:pos:R:3 method="wB97M-V/def2-TZVPD" orbital_gap_ev=10.1
C -0.3365 -1.2644 -0.8149
N 1.0785 0.6337 0.8624
C -0.1729 0.8264 0.3230
N -0.8627 0.0576 -0.4281
H 0.6479 -1.5120 -0.4299
H -0.4323 -1.2730 -1.8981
H -1.0226 -1.9818 -0.3578
H 1.7700 -0.0013 0.5441
H 1.1405 0.8663 1.8351
H -0.7164 1.7066 0.6642

***

y | 10
Properties=species:S:1:pos:R:3 method="wB97M-V/def2-TZVPD" orbital_gap_ev=9.4
C 1.2916 -0.2137 -0.0588
C 0.3072 0.8403 0.0619
H 0.9886 -0.9334 -0.8518
H 1.3867 -0.8372 1.0246
H 2.3437 -0.0236 -0.1981
H 0.6392 1.8780 0.1077
H -2.7757 -0.0166 -0.1908
H -1.5764 -1.3366 0.1143
N -0.9056 0.8765 -0.0521
N -1.6993 -0.2338 0.0431

***

z | 10
Properties=species:S:1:pos:R:3 method="wB97M-V/def2-TZVPD" smiles="[H]/N=C(/C)N" orbital_gap_ev=10.0
C 1.1043 0.3651 0.5084
C -0.1236 -0.2115 -0.2548
H 1.8211 0.6697 -0.3392
H 0.9846 1.2566 1.1145
H 1.5642 -0.3647 1.1329
H -1.6411 0.7272 1.0161
H -2.1236 -0.1744 -0.3863
H -0.5205 -1.4956 -1.6431
N -1.3522 0.2656 0.0637
N 0.2868 -1.0380 -1.2122

***

Computed stability ranking, most favorable first: z, x, w, y

***

w | 10
Properties=species:S:1:pos:R:3 method="wB97M-V/def2-TZVPD" smiles=CC1NN1 orbital_gap_ev=10.2
C 0.2072 -0.4923 -0.0033
C -1.2243 -0.0454 -0.1815
N 1.1191 0.5395 -0.4068
N 1.0084 0.1211 0.9516
H 0.6894 -1.4879 -0.2397
H -2.0706 -0.7307 0.0365
H -1.3046 0.1500 -1.2256
H -1.3434 0.8824 0.3598
H 2.0946 0.1389 -0.8312
H 0.8243 0.9244 1.5403

***

x | 10
Properties=species:S:1:pos:R:3 method="wB97M-V/def2-TZVPD" smiles="[H]/N=C/NC" orbital_gap_ev=9.2
C 1.5522 -0.4048 1.0612
N 0.1231 -0.3115 0.4840
C -0.4205 0.3642 -0.6144
N -1.6475 0.3856 -1.0960
H 1.9628 -1.2918 0.8682
H 1.7309 -0.2016 2.1148
H 2.2285 0.4329 0.4999
H -0.5059 -0.6667 1.2413
H 0.1466 1.2344 -1.0015
H -1.6829 0.2183 -2.1191

***

Computed stability ranking, most favorable first: x, w

***

w | 10
Properties=species:S:1:pos:R:3 method="wB97M-V/def2-TZVPD" smiles="C=NNC" orbital_gap_ev=9.4
C 1.3271 0.4973 0.7465
C -1.7436 -0.6291 -0.6385
H 2.0497 1.3638 0.1803
H 1.9970 -0.4140 1.1976
H 0.7194 1.0124 1.6116
H 0.4914 -0.0723 -1.1643
H -1.4218 -0.8845 -1.6788
H -2.8072 -0.7815 -0.3318
N 0.2891 0.1198 -0.1335
N -0.9010 -0.2119 0.2109

***

x | 10
Properties=species:S:1:pos:R:3 method="wB97M-V/def2-TZVPD" smiles="C=N.C=N" orbital_gap_ev=10.8
C -2.4194 -0.0615 -0.7820
N -2.1446 0.5230 0.3157
H -2.8227 -1.0779 -0.7131
H -2.3180 0.3045 -1.8044
H -2.0848 1.5117 0.0361
C 2.7093 -0.6552 0.2797
N 1.6940 0.0788 0.3674
H 2.7310 -1.7123 0.0040
H 3.7023 -0.1868 0.2636
H 1.8322 1.0693 0.1920

***

Computed stability ranking, most favorable first: x, w

***

w | 16
Properties=species:S:1:pos:R:3 method="wB97M-V/def2-TZVPD" orbital_gap_ev=8.7
C -0.8438 1.5197 0.9502
C 0.2994 -1.7652 0.8160
C 0.5759 -0.0037 -1.0487
C -0.6197 0.6892 -0.2497
C 0.9574 -0.6144 0.1432
O 1.5344 0.6830 -1.7703
C -0.9603 0.0550 -1.3825
O -1.6718 -0.3840 -2.2641
H 1.1310 1.0763 -2.5561
H 1.9016 -0.2814 0.5745
H -1.7367 2.1296 0.7884
H -1.0150 0.9208 1.8516
H -0.0009 2.1889 1.1361
H 0.0582 -1.5250 1.8575
H -0.6094 -2.0818 0.3061
H 0.9998 -2.6069 0.8480

***

x | 16
Properties=species:S:1:pos:R:3 method="wB97M-V/def2-TZVPD" smiles="C=C1C=CCOCO1" orbital_gap_ev=9.8
C 2.4251 -0.5121 -0.3533
C 1.2209 -0.0986 0.1411
C -0.8204 -1.6098 -0.0689
C -1.7046 0.5201 0.1493
C -0.5380 1.5482 -0.0248
C 0.7443 1.3167 -0.0703
H 2.7145 -1.6623 -0.2984
H 3.0035 0.6073 -0.3054
H -0.2308 -2.3379 -0.7562
H -1.5086 -2.2238 0.5837
H -2.7026 1.0078 0.1271
H -1.7185 0.2818 1.3071
H -0.8543 2.6619 -0.0326
H 1.3384 2.1612 -0.3470
O 0.2794 -1.0079 0.6733
O -1.6482 -0.6528 -0.7247

***

y | 16
Properties=species:S:1:pos:R:3 method="wB97M-V/def2-TZVPD" orbital_gap_ev=10.2
C -1.6868 0.1496 -0.3141
C -0.6181 1.3343 -0.5320
C 0.7000 1.0471 0.4749
C 0.0222 -0.8902 -0.2201
C 1.6142 -0.9817 -0.3443
C 1.9022 0.2493 -0.0883
H -2.1857 -0.0006 -1.3098
H -2.6012 0.4120 0.2753
H -0.4688 1.7562 -1.5221
H -1.2203 2.0368 -0.0411
H 1.0756 1.6367 1.1817
H 0.0686 -0.3565 -1.3047
H 2.2753 -1.5266 -1.0600
H 2.9646 0.5434 -0.5899
O -0.0314 -0.0595 1.0984
O -1.4074 -1.1846 0.2159

***

Computed stability ranking, most favorable first: w, x, y